(1)
A structure of composition C6H14NO, computed with ωB97M-V/def2-TZVPD.

Last column: Mulliken charge in e.
CARTESIAN COORDINATES (ANGSTROEM)
1 C -2.82650 -0.38326 -0.00532  -1.208
2 H 1.53740 -1.33284 -2.07082  0.249
3 H 3.10590 2.37695 -0.56729  0.249
4 C 0.62601 -1.22443 -1.35704  -0.431
5 H 0.86861 -2.01688 -0.53222  0.162
6 H -2.27707 -0.61787 -0.94365  0.256
7 C -0.70744 0.63664 0.94814  -0.642
8 H 3.08964 0.50019 -0.89120  0.150
9 N 1.55161 1.50586 0.37460  -0.672
10 C 0.78299 0.30876 0.44719  -0.035
11 C 2.86193 1.37345 -0.14529  -0.722
12 H -1.19852 -1.52780 0.73667  0.135
13 H -3.68100 -0.98923 -0.02752  0.409
14 H -1.09155 1.26563 0.11306  0.223
15 H 0.67836 -0.02585 -0.75317  0.102
16 H -3.05089 0.70499 -0.14172  0.328
17 H 1.27899 -0.53232 0.98081  0.406
18 H -0.61585 1.21179 1.88318  0.346
19 H 3.61383 1.19549 0.62602  0.238
20 O -0.63979 -1.26778 -1.82851  -0.768
21 H -2.15806 -0.61181 2.07673  0.423
22 C -1.74859 -0.54967 1.07734  -0.199

energy: -9982.6087 eV
total charge: -1
orbital gap: 6.74 eV
HOMO: -2.52 eV
relative energy (zero: lowest compared OMol25 entry of this formula, charge and spin): 4.0149 eV

---

(2)
An isolated molecule of C4H7NO, computed with ωB97M-V/def2-TZVPD.

Last column: Mulliken charge in e.
CARTESIAN COORDINATES (ANGSTROEM)
1 H 1.81874 1.13071 0.84832  0.251
2 H 1.30826 -0.98899 -1.41078  0.339
3 H -0.81746 0.23499 -1.70069  0.446
4 C 1.06552 -0.28467 -0.62219  0.030
5 H -1.61965 -0.97416 0.72540  0.283
6 C -0.23352 0.39941 -0.78273  -0.240
7 H -2.65493 -0.05899 -0.39963  0.328
8 C -1.97716 0.04050 0.46397  -0.831
9 H 3.08093 -0.08545 0.21868  0.280
10 H -2.43158 0.48164 1.32648  0.275
11 C 2.03945 0.18400 0.35505  -0.372
12 O 1.18089 -0.88064 0.68326  -0.379
13 N -0.75947 0.80164 0.29486  -0.410

energy: -7795.3599 eV
SMILES: C/N=C/[C@H]1CO1
total charge: 0
orbital gap: 9.21 eV
HOMO: -8.74 eV
relative energy (zero: lowest compared OMol25 entry of this formula, charge and spin): 4.2845 eV

---

(3)
A structure of composition C6H16BrNaO6S2, computed with ωB97M-V/def2-TZVPD.

Last column: Mulliken charge in e.
CARTESIAN COORDINATES (ANGSTROEM)
1 H 1.95871 1.23581 3.64312  0.411
2 H -5.53405 -0.64391 -2.34941  0.383
3 O 1.30478 2.37608 0.87486  -0.548
4 C -1.14847 -0.22957 0.52256  -0.802
5 S 2.55163 1.92592 1.40811  1.110
6 H 1.47114 0.46572 -0.64864  -0.023
7 H 3.12755 0.12679 2.83471  0.392
8 H -3.74763 -0.78636 -0.43282  0.223
9 S -1.41948 0.48365 -1.10103  1.277
10 C -3.53914 -0.98595 -1.49124  -0.257
11 H 2.24897 -0.82828 0.34022  0.179
12 O -0.13770 0.64285 -1.72622  -0.676
13 H -4.20435 -0.43454 -3.40007  0.284
14 O -2.18261 -0.76341 -1.83535  -0.356
15 H 2.52517 -1.11242 -2.17151  0.370
16 H -0.87950 -1.27592 0.39272  0.389
17 H -3.67724 -2.06774 -1.54501  0.409
18 C 3.15589 -0.46623 -1.56072  -1.534
19 H -0.35036 0.28812 1.04718  0.031
20 H -4.48911 0.84448 -2.24551  0.277
21 H 3.33495 0.37951 -2.23286  0.367
22 C 2.41233 0.01375 -0.33838  0.687
23 Br 0.36249 -2.53420 2.81523  -0.679
24 O 3.53138 2.86433 1.86542  -0.653
25 Na 1.25274 -1.48334 5.40610  0.707
26 C -4.52624 -0.23313 -2.36996  -1.113
27 O -2.37614 1.56339 -1.03418  -0.648
28 H -2.03305 -0.22295 1.15681  0.445
29 H 4.12113 -0.90771 -1.32324  0.380
30 H 1.40409 0.06380 2.44506  0.011
31 O 3.25613 0.97452 0.33595  -0.369
32 C 2.22598 0.72693 2.71810  -0.675

energy: -114896.0536 eV
total charge: 0
orbital gap: 7.11 eV
HOMO: -8.97 eV

---

(4)
A structure of composition C37H36MnNO3, computed with ωB97M-V/def2-TZVPD.

Last column: Mulliken charge in e.
CARTESIAN COORDINATES (ANGSTROEM)
1 C 0.67827 -1.78442 -4.18469  -0.975
2 H 5.81307 2.28422 1.63285  0.423
3 C 1.93550 1.62115 -0.85955  3.171
4 C -1.99852 -1.72422 -0.21443  2.896
5 C -1.44805 4.03931 -2.05048  -0.769
6 H -1.74322 2.28660 3.96275  0.416
7 H 1.86013 1.79553 3.06143  0.389
8 Mn -0.20662 0.54656 0.41222  1.100
9 C 4.41788 4.49682 -0.51040  -0.949
10 H -2.74073 -0.57464 -1.85711  0.809
11 C -0.72251 3.35278 -3.01722  -0.913
12 C 2.39713 0.61489 -1.89113  -1.340
13 H 2.56911 -0.77159 -4.08230  0.539
14 C -1.32719 -4.12253 -0.39445  -0.747
15 H -4.59207 -1.64075 -1.24721  0.433
16 C -0.44906 -5.17918 -0.22862  -0.998
17 C -3.32197 -2.41048 1.80043  -0.141
18 H 3.85657 0.96360 0.92402  0.438
19 H 3.15886 -0.00037 -1.40463  0.742
20 H 1.63503 0.70002 4.43754  0.554
21 C -1.05355 3.97507 -0.72508  -0.911
22 C 1.11541 -3.71238 0.83936  -1.603
23 H -2.37584 -2.51436 2.31725  0.579
24 H -1.29719 -2.58768 -3.93627  0.514
25 H 2.89544 1.11360 -2.72377  0.553
26 H 1.74499 0.05051 2.79755  0.176
27 C -4.54823 -1.93298 -0.20658  -0.252
28 C 5.11406 2.69903 0.91846  -1.070
29 C 3.10525 2.48138 -0.39449  -0.996
30 C -0.53171 -1.93667 -3.53829  -0.923
31 C 1.60717 -0.94134 -3.61726  -1.157
32 H -2.30373 4.63584 -2.33684  0.451
33 O -1.60686 -0.47959 0.32603  -0.753
34 C -4.50494 -2.67559 2.46676  -1.027
35 C 0.77902 -4.97734 0.38959  -0.606
36 C -0.99401 -2.84265 0.04602  -0.078
37 C 0.05536 3.21485 -0.36642  0.461
38 H -4.48286 -2.97121 3.50754  0.437
39 C 0.36644 2.57560 -2.65843  -0.381
40 H 0.88780 -2.30780 -5.10797  0.446
41 H -1.00992 3.42127 -4.05821  0.493
42 H 0.90912 2.04477 -3.42947  0.468
43 H -0.72694 -6.16601 -0.57453  0.465
44 H -1.58707 4.53164 0.03399  0.497
45 N 0.13831 -0.43819 -1.78721  0.766
46 C -5.71778 -2.57499 1.79571  -0.488
47 C -0.85294 -0.28518 3.64906  -1.571
48 C -5.73612 -2.20822 0.46034  -1.008
49 C 4.01544 1.95451 0.51808  -0.069
50 H -1.92724 -0.19341 3.48667  0.456
51 H -0.67442 -0.50532 4.70216  0.617
52 C 1.36826 0.88195 3.39618  -1.547
53 O -0.47339 1.34196 1.90653  -0.421
54 H -2.61185 -2.29865 -2.20773  0.629
55 O 1.52527 0.81805 0.25714  0.005
56 H 0.53693 -1.68113 1.03777  0.669
57 C -2.12018 -1.46247 -1.71403  -1.367
58 H 0.41018 3.23716 0.65585  0.414
59 H -2.29377 -4.29613 -0.85387  0.416
60 H 4.57056 5.48850 -0.91547  0.438
61 H -0.17696 3.10477 3.79918  0.418
62 C -0.77730 -1.25482 -2.35754  0.104
63 H 1.46378 -5.80369 0.52467  0.434
64 H 2.61128 4.18303 -1.61354  0.433
65 C 0.23087 -2.65365 0.66582  0.744
66 C 3.31197 3.75680 -0.90618  -0.257
67 H -6.64386 -2.78830 2.31272  0.421
68 H -6.67625 -2.13342 -0.06996  0.430
69 H 6.17593 4.55267 0.71578  0.426
70 C 1.31543 -0.28829 -2.42742  0.098
71 C -3.33400 -2.03422 0.45860  -0.879
72 H -0.46660 2.00851 5.15742  0.410
73 C 0.75623 2.47834 -1.32358  -0.492
74 C -0.66751 2.17882 4.09951  -1.806
75 C -0.14381 1.00762 3.28060  1.654
76 H -0.47924 -1.12693 3.06214  0.114
77 H 2.06532 -3.54163 1.32917  0.516
78 C 5.31812 3.97193 0.40389  -0.569

energy: -77900.4054 eV
total charge: +1
2S+1: 4
orbital gap (spin up / spin down): 5.59 / 7.74 eV
HOMO (spin up / spin down): -11.52 / -11.55 eV
relative energy (zero: lowest compared OMol25 entry of this formula, charge and spin): 0.5005 eV
expectation value of S²: 3.960

---

(5)
A structure of composition C5H6INO3S, computed with ωB97M-V/def2-TZVPD.

Last column: Mulliken charge in e.
CARTESIAN COORDINATES (ANGSTROEM)
1 H 0.38825 -2.55031 1.09485  0.533
2 C -0.18081 -0.00059 -0.21597  1.081
3 C 2.04817 -1.03138 0.23069  -0.671
4 C 0.10483 1.53230 -0.11109  -0.927
5 S -1.74049 1.65554 0.03884  1.069
6 H 0.64048 1.92194 0.76745  0.391
7 C 0.66676 -1.68383 0.58067  -0.320
8 H 2.13306 -0.05651 0.59146  0.190
9 C 0.86547 -1.00617 -0.76757  -0.367
10 O -0.21614 -0.65967 0.99184  -0.393
11 H 0.97501 -1.32394 -1.86820  0.342
12 O -2.29046 2.69664 -0.75007  -0.645
13 H 0.62729 1.66666 -1.02596  0.372
14 I -2.94628 -1.19122 -0.12153  0.237
15 O -2.30664 1.48809 1.33259  -0.535
16 H 2.89666 -1.63156 0.00082  0.325
17 N -1.66516 0.17402 -0.76882  -0.681

energy: -31845.5865 eV
total charge: 0
orbital gap: 9.36 eV
HOMO: -9.40 eV
relative energy (zero: lowest compared OMol25 entry of this formula, charge and spin): 1.5712 eV

---

(6)
A cluster of 2 separate species, C4H15N3O in total, computed with ωB97M-V/def2-TZVPD.

Last column: Mulliken charge in e.
CARTESIAN COORDINATES (ANGSTROEM)
1 N -1.25975 2.14227 0.09489  -0.274
2 C 0.64926 -2.47431 0.38441  -0.735
3 H 0.71189 -1.89630 -1.63499  0.323
4 H 0.82276 3.88468 -1.86727  0.328
5 H -2.18371 2.53059 -0.16198  0.396
6 N 0.89162 0.35997 0.59176  -0.323
7 H 1.06326 4.36503 -0.40612  0.336
8 H -0.64647 2.29559 -0.73615  0.420
9 C -0.61081 -1.61894 0.74174  -0.635
10 C -1.46599 0.73990 0.44076  -0.595
11 H -1.53633 -2.00464 0.32332  0.530
12 H 1.01579 1.36556 0.43276  0.175
13 H 1.58392 0.16211 1.32473  0.377
14 H -0.92666 2.72495 0.87806  0.423
15 H -0.01294 -3.39274 -1.50200  0.354
16 C -0.34188 -0.12406 0.72425  0.757
17 H 1.66046 -3.08812 -1.24873  0.390
18 H 0.70511 -3.40486 0.94846  0.446
19 H -2.42144 0.27580 0.22056  0.413
20 O 0.70769 3.64087 -0.93990  -0.641
21 H 1.58551 -1.99714 0.65062  0.429
22 H -0.68329 -1.71879 1.84740  0.391
23 N 0.69200 -2.76743 -1.10659  -0.282

energy: -10876.2540 eV
total charge: +3
2S+1: 2
orbital gap (spin up / spin down): 10.16 / 6.88 eV
HOMO (spin up / spin down): -22.67 / -22.67 eV
relative energy (zero: lowest compared OMol25 entry of this formula, charge and spin): 1.5860 eV
expectation value of S²: 0.760

---

(7)
A structure of composition C36H31N3O2Pb, computed with ωB97M-V/def2-TZVPD.

Last column: Mulliken charge in e.
CARTESIAN COORDINATES (ANGSTROEM)
1 Pb 1.25225 0.44117 -1.52734  1.229
2 H -2.70511 1.05649 3.36269  0.495
3 C 1.74572 2.65860 1.90238  -0.557
4 C 0.44553 4.78037 3.17106  -0.516
5 H -4.96828 -3.09554 0.92712  0.501
6 C -2.36017 0.61309 -1.24975  -1.498
7 H -1.90095 -5.22427 -1.17934  0.509
8 C 1.54792 0.20174 1.74559  -1.104
9 C 0.06967 0.37357 1.55041  0.171
10 C -3.47255 -4.28327 -0.05849  -0.501
11 C 3.06672 -2.37515 -1.26387  -0.463
12 C -2.04461 -3.13424 -1.60985  0.216
13 H 1.72406 0.05856 2.81098  0.905
14 C -2.71565 -1.93956 -1.32304  -0.041
15 C 0.96225 3.54032 1.17246  -0.285
16 C 1.88676 2.85861 3.27472  -0.405
17 H -0.27443 5.29300 1.22058  0.459
18 C 6.57866 1.12600 2.18535  -0.445
19 C -1.78681 0.56870 0.15674  -0.002
20 C -2.42191 -4.30038 -0.96798  -1.119
21 H 0.36056 -2.61315 0.40006  0.684
22 C -4.62534 -1.29454 -5.00260  -0.868
23 C -2.07742 0.84864 2.50626  -1.224
24 H 1.36684 4.05619 4.97061  0.453
25 N -0.46115 0.34586 0.30823  0.566
26 C 1.32126 -2.78611 -0.05505  -0.519
27 C -4.01250 1.06125 -5.01770  -0.864
28 H -1.22828 -3.14003 -2.31992  0.605
29 C -2.93266 0.79445 -4.20947  -0.176
30 C -0.73303 0.60613 2.66412  -0.737
31 C -3.55488 -1.57705 -4.18329  0.015
32 O 2.31339 1.51984 -0.14858  -0.945
33 H -3.35794 -2.58239 -3.84214  0.510
34 H 6.18000 -0.87734 2.82976  0.433
35 H -2.22599 1.56946 -3.95048  0.568
36 H 3.79827 -1.90882 -1.90447  0.446
37 H 4.04414 -4.17476 -0.83691  0.213
38 C -2.30413 -0.71047 -1.98876  1.571
39 C 3.84265 1.27641 1.64434  -0.216
40 H -1.85406 1.37786 -1.83680  0.524
41 C -4.85657 0.01840 -5.40431  -0.412
42 H 3.78804 -0.76180 2.35667  0.355
43 C 4.67423 2.37019 1.41036  -0.419
44 H -4.19069 2.06421 -5.37883  0.446
45 C 1.23955 3.90807 3.90615  -0.991
46 H 2.03959 -4.78623 0.60749  0.444
47 N 1.91250 -1.85654 -0.89046  0.210
48 C 5.76196 0.03428 2.42280  -1.020
49 H 7.63707 1.07205 2.40249  0.430
50 C -3.76584 -1.92609 -0.39778  -0.457
51 C 4.39921 0.10906 2.15069  -0.033
52 H -5.27977 -2.08757 -5.33540  0.457
53 N 3.23522 -3.58655 -0.71577  -0.038
54 H 4.24995 3.28665 1.01829  0.425
55 H -3.77385 -5.19965 0.43168  0.470
56 C 2.13452 -3.86672 0.05781  -0.896
57 H -3.40529 0.91716 -1.17961  0.405
58 O -1.49311 -0.81885 -3.05878  -0.433
59 H -3.66507 1.03201 1.06590  0.543
60 H 2.52686 2.19960 3.85152  0.459
61 C -4.14581 -3.09831 0.22535  -0.976
62 H -5.70176 0.23384 -6.04567  0.444
63 C -2.73656 -0.52006 -3.74785  0.540
64 C 0.31695 4.59854 1.80391  -0.937
65 H -4.30546 -1.01218 -0.18825  0.459
66 H 0.88288 3.42172 0.09940  0.376
67 H -0.05048 5.60781 3.66060  0.449
68 C -2.61421 0.83386 1.22674  -0.389
69 H 6.66202 3.15588 1.49131  0.417
70 H -0.27267 0.63211 3.64161  0.572
71 C 6.02991 2.29712 1.67497  -0.868
72 C 2.37228 1.41562 1.26501  3.667
73 H 1.90562 -0.69684 1.24431  -0.286

energy: -51633.8250 eV
total charge: +2
orbital gap: 5.13 eV
HOMO: -12.80 eV
relative energy (zero: lowest compared OMol25 entry of this formula, charge and spin): 0.0000 eV